DFT (wB97M-V/def2-TZVPD) results for 2 unconnected molecules or ions with the total composition C5H11ClN in a non-equilibrium geometry.

Geometry as ORCA input:
```
! RIJCOSX wB97M-V def2-TZVPD def2/J DEFGRID3
* xyz 1 1
C -0.24158 -0.03129 0.16076
C -1.16363 -0.90599 -1.92590
C 1.79197 0.77548 1.18476
C -0.02489 2.25893 0.61190
C -1.23831 -0.54800 -0.53785
N 0.49413 0.92259 0.62464
Cl -1.56413 -4.56867 0.58892
H -0.25025 -0.56277 -2.50601
H -1.41944 -1.93911 -2.12700
H -2.03282 -0.38787 -2.37400
H 2.11937 -0.19182 0.94804
H 1.71654 0.94494 2.27274
H 2.47412 1.45701 0.90522
H 0.09804 2.81706 1.57039
H -1.11854 2.25587 0.22056
H 0.54825 2.94743 -0.14521
H -1.95631 -0.94504 0.13276
H -0.66098 -5.44145 0.37132
*
```

Computed properties:
Energy above the lowest of the compared OMol25 structures with the same formula, charge and spin: 56.8 kcal/mol
Orbital gap: 10.44 eV
Highest occupied orbital energy: -0.532 hartree